75
Properties=species:S:1:pos:R:3:lowdin_charge:R:1 method="wB97M-V/def2-TZVPD" charge=-2 homo_ev=-1.137 de_lowest_kj_mol=0.0 lumo_ev=3.96 orbital_gap_ev=5.10
Tl -0.744 -0.010 1.304 0.759
C -2.793 1.608 6.892 -0.470
S -1.048 1.169 6.694 0.760
C -0.889 0.789 4.936 -1.137
S -2.157 1.034 3.856 0.505
N 0.307 0.302 4.758 -0.148
N 0.684 -0.064 3.514 -0.064
C 1.734 -0.805 3.488 -0.112
C 2.248 -1.419 2.287 -0.265
C 3.315 -2.324 2.397 -0.033
C 3.735 -3.025 1.288 -0.073
C 3.092 -2.799 0.078 -0.058
C 2.078 -1.857 0.045 -0.136
N 1.663 -1.173 1.102 0.053
H -2.868 2.597 7.339 0.012
H -3.276 0.870 7.529 0.013
H -3.223 1.596 5.889 -0.062
H 2.218 -1.068 4.430 0.114
H 3.776 -2.472 3.365 0.102
H 4.538 -3.747 1.364 0.100
H 3.367 -3.341 -0.816 0.101
H 1.560 -1.649 -0.884 0.095
Br 1.633 -6.953 -0.725 0.591
C 0.482 -5.627 0.058 -0.714
C 0.180 -5.725 1.422 -0.167
C -0.587 -4.755 2.003 -0.026
C -1.114 -3.629 1.270 -0.439
O -1.737 -2.709 1.855 -0.155
C -0.857 -3.648 -0.168 -0.164
C -1.491 -2.674 -1.014 -0.117
N -1.108 -2.512 -2.247 0.087
C -1.583 -1.592 -3.162 -0.215
C -1.031 -1.713 -4.436 -0.045
C -1.229 -0.763 -5.438 -0.108
C -1.998 0.346 -5.206 -0.072
C -2.631 0.507 -3.959 -0.168
C -3.433 1.630 -3.666 -0.030
C -4.053 1.730 -2.453 -0.062
C -3.857 0.699 -1.524 -0.133
N -3.093 -0.341 -1.745 0.121
C -2.463 -0.468 -2.931 -0.149
C -0.017 -4.623 -0.724 -0.122
H 0.556 -6.564 1.994 0.084
H -0.817 -4.807 3.060 0.101
H -2.352 -2.175 -0.581 0.093
H -0.385 -2.564 -4.611 0.099
H -0.756 -0.900 -6.403 0.092
H -2.110 1.117 -5.959 0.098
H -3.540 2.402 -4.419 0.107
H -4.659 2.587 -2.196 0.096
H -4.344 0.719 -0.554 0.111
H 0.192 -4.576 -1.785 0.097
N 0.904 1.037 -1.709 0.127
C 2.018 1.808 -1.586 -0.277
C 3.181 1.483 -2.296 -0.057
C 4.295 2.301 -2.261 -0.138
C 4.280 3.444 -1.478 -0.139
C 3.131 3.770 -0.768 -0.067
C 1.975 2.995 -0.822 -0.128
C 0.722 3.469 -0.168 -0.218
C 0.486 4.852 -0.242 -0.087
C -0.640 5.427 0.318 -0.141
C -1.577 4.616 0.936 -0.135
C -1.368 3.243 0.975 -0.202
C -0.228 2.621 0.454 -0.168
H 1.036 0.088 -2.011 0.068
H 0.203 1.189 -0.984 -0.011
H 3.186 0.574 -2.887 0.098
H 5.179 2.039 -2.832 0.084
H 5.152 4.086 -1.427 0.078
H 3.143 4.653 -0.141 0.101
H 1.199 5.486 -0.762 0.089
H -0.786 6.502 0.260 0.078
H -2.468 5.051 1.381 0.082
H -2.138 2.632 1.439 0.016